Entry 1:
{
  "formula": "C53H43CoN2OP3",
  "method": "ωB97M-V with the def2-TZVPD basis set",
  "symbols": ["Co", "O", "C", "C", "C", "C", "C", "C", "P", "C", "C", "C", "C", "C", "C", "C", "C", "C", "C", "C", "C", "C", "C", "C", "C", "C", "C", "P", "C", "C", "C", "C", "C", "C", "C", "C", "C", "C", "C", "C", "H", "H", "H", "H", "H", "H", "H", "H", "H", "H", "H", "H", "H", "H", "H", "H", "H", "H", "H", "H", "H", "H", "H", "H", "H", "H", "H", "H", "N", "P", "C", "C", "C", "C", "C", "C", "C", "C", "C", "C", "C", "C", "C", "C", "C", "C", "C", "N", "H", "H", "H", "H", "H", "H", "H", "H", "H", "H", "H", "H", "H", "H", "H"],
  "positions_angstrom": [[0.2143, 0.2608, -0.1498], [2.2296, 0.3931, 1.5778], [3.4535, 0.7262, 1.0365], [4.4255, 1.4222, 1.7372], [5.6160, 1.7432, 1.1047], [5.8245, 1.3853, -0.2178], [4.8249, 0.7369, -0.9275], [3.6223, 0.4003, -0.3125], [2.1871, -0.3465, -1.1977], [2.5307, -2.1341, -1.1603], [1.9269, -2.9477, -2.1202], [2.1432, -4.3154, -2.1064], [2.9459, -4.8816, -1.1243], [3.5283, -4.0796, -0.1552], [3.3199, -2.7075, -0.1681], [2.5305, 0.1027, -2.9368], [3.5185, -0.5439, -3.6824], [3.7967, -0.1309, -4.9756], [3.0842, 0.9167, -5.5440], [2.0860, 1.5495, -4.8195], [1.8103, 1.1428, -3.5217], [2.0717, -0.1543, 2.8276], [3.1096, -0.5808, 3.6423], [2.8199, -1.1552, 4.8702], [1.5080, -1.3319, 5.2816], [0.4726, -0.9640, 4.4404], [0.7398, -0.3602, 3.2154], [-0.5113, -0.1009, 1.9201], [-1.5319, -1.5918, 2.1564], [-2.5483, -1.7410, 3.0934], [-3.1702, -2.9712, 3.2463], [-2.7875, -4.0517, 2.4658], [-1.7800, -3.9063, 1.5235], [-1.1539, -2.6805, 1.3699], [-1.5568, 1.3349, 2.3202], [-1.8150, 2.3821, 1.2729], [-2.8395, 3.3856, 1.6851], [-3.3958, 3.4095, 2.9179], [-2.9691, 2.5095, 3.9193], [-2.0476, 1.5109, 3.5938], [4.2560, 1.7180, 2.7638], [6.3814, 2.2776, 1.6512], [6.7573, 1.6297, -0.7076], [4.9858, 0.5028, -1.9687], [1.3002, -2.5066, -2.8875], [1.6902, -4.9403, -2.8649], [3.1178, -5.9498, -1.1167], [4.1547, -4.5210, 0.6087], [3.7852, -2.0861, 0.5877], [4.0609, -1.3789, -3.2565], [4.5713, -0.6300, -5.5429], [3.3022, 1.2321, -6.5558], [1.5192, 2.3577, -5.2637], [1.0176, 1.6332, -2.9681], [4.1357, -0.4929, 3.3170], [3.6341, -1.4830, 5.5022], [1.2920, -1.7921, 6.2358], [-0.5485, -1.1808, 4.7265], [-2.8784, -0.9070, 3.6971], [-3.9580, -3.0797, 3.9806], [-3.2765, -5.0087, 2.5925], [-1.4775, -4.7437, 0.9084], [-0.3596, -2.5579, 0.6395], [-2.0762, 2.5060, -0.8219], [-3.1231, 4.1220, 0.9402], [-4.1449, 4.1549, 3.1513], [-3.3768, 2.5764, 4.9182], [-1.7082, 0.8368, 4.3700], [-2.4148, 1.8308, -0.1343], [-2.0148, 0.1530, -0.8106], [-2.2837, 0.4592, -2.5758], [-1.1956, 0.2058, -3.4103], [-1.3206, 0.3309, -4.7849], [-2.5422, 0.6979, -5.3298], [-3.6359, 0.9391, -4.5050], [-3.5151, 0.8182, -3.1321], [-3.6255, -0.5769, -0.3566], [-4.4365, -0.1067, 0.6751], [-5.6718, -0.6919, 0.9124], [-6.0996, -1.7576, 0.1380], [-5.2838, -2.2501, -0.8716], [-4.0526, -1.6670, -1.1165], [-0.4955, 3.0389, 0.8563], [-0.2160, 4.3258, 1.2928], [0.9659, 4.9374, 0.9042], [1.8350, 4.2342, 0.0911], [1.4907, 2.9489, -0.2873], [0.3519, 2.3463, 0.0798], [-3.4295, 1.9382, -0.0695], [-0.2564, -0.1066, -2.9701], [-0.4703, 0.1341, -5.4248], [-2.6498, 0.7888, -6.4026], [-4.5897, 1.2115, -4.9368], [-4.3785, 0.9860, -2.4987], [-4.1254, 0.7123, 1.3165], [-6.2949, -0.3116, 1.7117], [-7.0639, -2.2095, 0.3280], [-5.6127, -3.0828, -1.4789], [-3.4232, -2.0416, -1.9154], [-0.9181, 4.8424, 1.9314], [1.1859, 5.9493, 1.2166], [2.7668, 4.6628, -0.2496], [2.1526, 2.3870, -0.9277]],
  "forces_ev_per_angstrom": [[-0.997, -0.196, 0.306], [0.071, 0.143, 0.121], [0.316, -0.055, -0.205], [-0.137, 0.038, 0.107], [0.033, 0.000, -0.028], [0.040, 0.029, -0.070], [-0.005, 0.046, 0.096], [-0.320, -0.064, 0.165], [0.279, -0.081, -0.638], [-0.158, 0.039, 0.146], [-0.008, 0.014, 0.058], [-0.053, 0.010, -0.024], [0.019, -0.032, 0.034], [0.003, -0.052, 0.030], [-0.015, 0.067, -0.043], [-0.012, -0.066, 0.107], [-0.073, 0.034, -0.059], [0.041, -0.075, 0.004], [-0.014, 0.016, -0.025], [0.002, 0.039, -0.005], [0.198, 0.070, 0.054], [-0.169, -0.237, 0.312], [0.122, 0.046, -0.140], [-0.047, 0.014, -0.018], [-0.053, -0.043, 0.089], [0.049, 0.078, 0.019], [0.259, 0.274, -0.502], [-0.289, 0.039, -0.241], [0.046, 0.124, -0.195], [-0.058, -0.008, -0.104], [-0.068, 0.073, 0.058], [-0.036, -0.070, -0.011], [0.046, -0.010, -0.043], [0.052, 0.096, 0.011], [-0.139, -0.303, 0.611], [-0.139, -0.349, -0.798], [-0.175, 0.117, 0.109], [0.063, 0.147, -0.141], [-0.123, 0.032, 0.136], [0.155, -0.039, -0.343], [-0.017, -0.017, -0.006], [-0.001, 0.000, 0.001], [-0.003, 0.000, 0.009], [-0.021, -0.006, -0.057], [0.013, -0.019, -0.027], [-0.001, 0.001, 0.007], [0.006, 0.006, -0.004], [-0.007, 0.003, 0.001], [0.033, -0.003, -0.013], [0.027, 0.007, 0.011], [-0.017, -0.005, -0.005], [0.005, 0.003, 0.005], [0.006, 0.002, -0.001], [0.081, 0.058, 0.032], [0.000, 0.012, 0.033], [0.001, -0.004, 0.000], [0.006, 0.006, -0.003], [0.007, -0.023, -0.002], [-0.020, 0.015, 0.015], [0.000, -0.031, -0.022], [0.002, 0.011, -0.003], [-0.013, -0.008, 0.022], [0.004, -0.062, -0.032], [-0.083, -0.052, -0.129], [-0.001, 0.014, 0.017], [0.001, -0.002, -0.013], [0.044, 0.007, 0.002], [-0.051, 0.002, 0.027], [0.209, 0.459, 0.720], [0.906, -0.494, -0.176], [0.084, -0.006, 0.079], [-0.099, -0.031, 0.109], [-0.055, 0.018, -0.072], [0.071, -0.013, 0.002], [-0.118, 0.069, 0.038], [0.070, 0.097, 0.002], [0.054, -0.025, 0.155], [0.051, -0.019, -0.079], [-0.028, 0.028, 0.112], [-0.006, -0.021, 0.064], [0.024, -0.046, -0.040], [0.106, 0.034, 0.040], [0.169, 0.416, 0.121], [-0.083, -0.092, 0.012], [0.043, -0.030, -0.061], [-0.046, 0.064, 0.036], [-0.084, 0.150, -0.119], [0.211, -0.098, 0.404], [-0.029, 0.003, -0.097], [-0.113, -0.072, -0.055], [-0.010, -0.011, 0.005], [-0.005, -0.009, 0.002], [0.013, 0.008, -0.008], [-0.027, -0.031, -0.011], [-0.006, -0.048, 0.067], [-0.018, -0.017, -0.024], [0.001, 0.007, -0.025], [0.009, -0.003, 0.013], [-0.045, -0.045, -0.023], [0.006, 0.020, -0.017], [0.031, -0.019, 0.041], [0.002, -0.014, -0.008], [0.005, -0.047, -0.017]],
  "e_homo_ev": [-12.253, -12.245],
  "total_charge": 2,
  "e_tot_ha": -4636.501654,
  "orbital_gap_ev": [7.14, 5.40],
  "e_above_lowest_kcal_mol": 5.3,
  "molar_mass_g_mol": 875.80,
  "spin_multiplicity": 2,
  "lumo_energy_ev": [-5.116, -6.845]
}


Entry 2:
{
  "formula": "C53H44Cl3N2OP2SSiY",
  "method": "ωB97M-V with the def2-TZVPD basis set",
  "symbols": ["Y", "C", "Si", "C", "C", "C", "C", "C", "C", "P", "C", "C", "C", "C", "C", "C", "C", "C", "C", "C", "C", "C", "C", "C", "C", "C", "C", "C", "P", "C", "C", "C", "C", "C", "C", "C", "C", "C", "C", "C", "C", "H", "H", "H", "H", "H", "H", "H", "H", "H", "H", "H", "H", "H", "H", "H", "H", "H", "H", "H", "H", "H", "H", "H", "H", "H", "H", "H", "H", "H", "H", "H", "Cl", "C", "C", "C", "C", "C", "C", "N", "C", "C", "N", "C", "O", "C", "C", "C", "Cl", "S", "C", "C", "C", "Cl", "C", "H", "H", "H", "H", "H", "H", "H", "H", "H", "H", "H", "H", "H"],
  "positions_angstrom": [[-0.1200, -0.0227, -0.6539], [-0.9216, -0.8987, 3.1667], [0.1067, 0.2916, 2.1347], [1.8883, 0.0503, 2.7352], [2.1850, 0.0283, 4.0993], [3.4715, -0.2330, 4.5515], [4.4948, -0.4924, 3.6491], [4.2299, -0.4794, 2.2895], [2.9352, -0.2135, 1.8431], [2.5596, -0.0886, 0.0904], [2.0880, -1.6996, -0.5871], [1.8978, -2.8446, 0.1868], [1.3092, -3.9786, -0.3681], [0.8844, -3.9854, -1.6906], [1.0343, -2.8481, -2.4748], [1.6077, -1.7027, -1.9289], [4.0596, 0.4267, -0.7879], [4.5325, 1.7170, -0.5315], [5.6546, 2.1931, -1.1899], [6.3136, 1.3897, -2.1105], [5.8571, 0.1039, -2.3604], [4.7366, -0.3820, -1.7000], [-0.5643, 2.0474, 2.5176], [-1.5910, 2.2025, 3.4559], [-2.1385, 3.4493, 3.7405], [-1.6720, 4.5787, 3.0871], [-0.6640, 4.4560, 2.1391], [-0.1250, 3.2070, 1.8441], [1.2211, 2.9893, 0.6318], [0.2989, 2.7000, -0.9402], [1.0197, 2.1356, -2.0128], [0.3768, 1.7654, -3.1923], [-0.9954, 1.9657, -3.3305], [-1.7091, 2.5558, -2.3002], [-1.0720, 2.9130, -1.1142], [1.9217, 4.6447, 0.3497], [2.9495, 5.0311, 1.2113], [3.5437, 6.2759, 1.0781], [3.1328, 7.1355, 0.0682], [2.1212, 6.7534, -0.8015], [1.5127, 5.5137, -0.6596], [-0.8278, -0.6844, 4.2333], [-1.9837, -0.8749, 2.9125], [-0.5729, -1.9209, 3.0078], [1.4061, 0.2259, 4.8260], [3.6777, -0.2321, 5.6133], [5.4944, -0.6994, 4.0048], [5.0253, -0.6647, 1.5787], [2.2251, -2.8488, 1.2186], [1.1897, -4.8666, 0.2375], [0.4411, -4.8764, -2.1124], [0.7190, -2.8549, -3.5103], [1.7735, -0.8306, -2.5627], [4.0284, 2.3474, 0.1938], [6.0148, 3.1911, -0.9804], [7.1893, 1.7614, -2.6241], [6.3825, -0.5310, -3.0605], [4.4121, -1.3962, -1.8871], [-1.9603, 1.3430, 4.0019], [-2.9107, 3.5370, 4.4937], [-2.0754, 5.5534, 3.3273], [-0.2902, 5.3361, 1.6314], [2.0918, 1.9993, -1.9163], [0.9513, 1.3478, -4.0101], [-1.4966, 1.6852, -4.2476], [-2.7742, 2.7238, -2.4074], [-1.6446, 3.3505, -0.3053], [3.2796, 4.3571, 1.9943], [4.3322, 6.5726, 1.7559], [3.6038, 8.1022, -0.0427], [1.8028, 7.4223, -1.5892], [0.7184, 5.2324, -1.3395], [-5.9124, 4.9920, -4.5408], [-5.8144, 4.3370, -2.9457], [-4.7762, 4.7128, -2.1088], [-4.7118, 4.1623, -0.8398], [-5.6651, 3.2647, -0.3659], [-5.5370, 2.7670, 1.0599], [-5.3736, 1.2482, 1.2088], [-4.3841, 0.6837, 0.2956], [-4.6383, 0.1590, -0.9491], [-3.4422, -0.2407, -1.4439], [-2.4452, 0.0642, -0.5301], [-3.0715, 0.6132, 0.5087], [-6.6478, 3.0825, 1.8581], [-6.5342, 4.3315, 2.5409], [-6.2995, 5.4829, 1.6117], [-7.1864, 5.9115, 0.6688], [-8.7379, 5.2591, 0.3649], [-6.5943, 7.2185, -0.2563], [-5.1288, 7.2318, 0.6224], [-5.1090, 6.2671, 1.5813], [-6.6995, 2.9178, -1.2348], [-7.9418, 1.7936, -0.7722], [-6.7772, 3.4387, -2.5174], [-4.0472, 5.4379, -2.4423], [-3.9222, 4.4829, -0.1684], [-4.6295, 3.2381, 1.4688], [-6.3189, 0.7497, 1.0226], [-5.0620, 1.0294, 2.2291], [-5.6366, 0.0971, -1.3457], [-3.2347, -0.7127, -2.3891], [-2.6040, 0.9755, 1.4097], [-5.7190, 4.2787, 3.2708], [-7.4734, 4.4440, 3.0805], [-4.3750, 7.9688, 0.4037], [-4.2829, 6.1164, 2.2623], [-7.5906, 3.1540, -3.1693]],
  "forces_ev_per_angstrom": [[0.078, 0.383, -0.849], [-0.078, -0.034, 0.020], [0.078, 0.150, 0.027], [-0.017, 0.023, 0.182], [0.051, -0.006, -0.043], [-0.026, 0.012, -0.011], [-0.028, 0.001, -0.008], [-0.056, 0.012, -0.028], [0.101, -0.031, 0.000], [0.155, 0.166, 0.004], [-0.140, -0.230, -0.408], [-0.101, 0.025, -0.051], [-0.004, 0.039, -0.022], [0.003, -0.024, 0.072], [-0.053, 0.103, 0.018], [0.192, -0.123, 0.437], [0.020, -0.026, -0.020], [-0.072, 0.040, 0.034], [-0.020, -0.009, 0.014], [-0.014, -0.018, 0.007], [-0.011, -0.005, 0.023], [-0.006, 0.036, 0.028], [-0.025, 0.031, 0.125], [0.060, 0.040, -0.040], [-0.001, -0.010, -0.022], [0.011, -0.010, -0.006], [-0.034, -0.067, -0.026], [-0.017, -0.013, 0.028], [0.089, 0.077, 0.058], [0.018, -0.030, 0.013], [0.126, -0.029, -0.002], [0.138, -0.078, 0.094], [-0.032, -0.033, -0.061], [-0.138, 0.008, 0.030], [0.012, -0.083, 0.098], [-0.062, -0.008, -0.021], [0.001, -0.013, 0.012], [-0.008, -0.002, -0.005], [-0.017, -0.018, -0.006], [0.000, -0.031, 0.025], [0.010, 0.021, 0.018], [-0.017, -0.028, 0.039], [-0.006, -0.015, 0.024], [0.014, -0.009, 0.013], [-0.020, 0.006, 0.012], [0.008, -0.005, 0.019], [0.020, -0.003, -0.001], [0.028, 0.001, -0.014], [0.024, -0.006, 0.035], [-0.001, -0.014, 0.013], [-0.008, -0.019, -0.003], [0.001, 0.001, -0.010], [0.077, 0.010, -0.019], [0.019, -0.026, -0.027], [0.006, 0.014, 0.002], [0.015, 0.005, -0.009], [0.003, -0.012, -0.012], [-0.040, -0.049, -0.013], [0.009, -0.031, 0.015], [-0.019, 0.007, 0.021], [0.005, 0.023, -0.004], [0.021, 0.047, -0.003], [0.019, 0.064, -0.040], [0.006, 0.000, -0.011], [0.000, -0.009, -0.005], [0.006, 0.021, 0.025], [-0.033, 0.007, 0.026], [0.015, -0.008, 0.013], [0.013, 0.002, 0.012], [0.008, 0.020, -0.002], [-0.006, 0.012, -0.016], [-0.021, -0.008, -0.026], [-0.009, 0.010, 0.022], [0.004, -0.039, -0.005], [0.039, -0.070, 0.027], [0.052, -0.022, -0.077], [0.043, -0.078, -0.120], [0.127, -0.041, -0.059], [-0.030, 0.004, 0.070], [-0.055, 0.074, -0.072], [-0.058, -0.097, 0.047], [0.143, 0.094, -0.119], [-0.379, -0.306, 0.272], [-0.012, 0.018, -0.056], [0.028, -0.122, 0.130], [-0.121, 0.084, -0.081], [0.084, 0.165, 0.193], [-0.080, -0.027, 0.009], [0.007, -0.001, 0.002], [0.002, 0.082, -0.064], [-0.015, 0.002, 0.046], [-0.099, 0.001, -0.016], [0.048, -0.028, -0.015], [0.021, 0.029, 0.017], [-0.037, 0.027, -0.008], [0.024, 0.014, -0.005], [-0.013, -0.023, -0.013], [-0.008, -0.015, 0.017], [-0.041, 0.016, 0.035], [-0.026, -0.017, -0.002], [-0.029, 0.001, -0.006], [0.005, -0.009, -0.017], [0.004, 0.034, 0.050], [0.012, -0.007, 0.007], [0.001, -0.022, -0.009], [0.030, 0.038, -0.009], [0.017, -0.003, 0.022], [-0.010, -0.002, -0.005]],
  "e_homo_ev": -12.399,
  "total_charge": 2,
  "e_tot_ha": -5019.709442,
  "orbital_gap_ev": 6.76,
  "e_above_lowest_kcal_mol": 15.3,
  "molar_mass_g_mol": 1042.31,
  "lumo_energy_ev": -5.636
}